(1)
This record from the OMol25 dataset describes 2 unconnected molecules or ions with the total composition C7H20N2OSi2 at a distorted geometry. The level of theory is ωB97M-V with the def2-TZVPD basis set.

Element x y z (Å)
C (-2.6297, 0.1317, 1.7843)
C (2.0212, -1.7120, -0.0456)
C (1.5706, 1.3281, 1.3701)
C (0.8651, -1.5174, 2.8046)
C (-1.5426, 2.2856, -0.4834)
C (0.5357, 0.7413, -2.4210)
C (-2.1291, -0.5049, -2.1794)
N (-3.2813, -0.8732, 1.4947)
N (-0.5451, -0.4417, 0.3591)
O (-2.4221, 1.2739, 1.9455)
Si (1.0225, -0.5502, 1.1422)
Si (-0.8561, 0.5731, -1.1408)
H (2.5882, -1.1255, -0.7557)
H (2.6828, -2.3464, 0.4398)
H (1.3729, -2.3372, -0.6496)
H (0.7385, 1.9966, 1.2342)
H (1.9427, 1.4694, 2.5177)
H (2.5193, 1.6354, 0.8365)
H (0.0480, -2.1797, 2.7558)
H (1.6436, -2.1518, 3.0689)
H (0.6136, -0.7299, 3.5532)
H (-1.1319, 3.2249, -1.0307)
H (-2.5847, 2.2964, -0.7120)
H (-1.4453, 2.5052, 0.5152)
H (0.1562, 1.2634, -3.3327)
H (1.2531, 1.6563, -2.1370)
H (1.1216, -0.1187, -2.6843)
H (-2.7984, -1.1010, -1.7071)
H (-2.7529, 0.1624, -2.7672)
H (-1.6120, -1.1388, -2.9335)
H (-1.0733, -1.3289, 0.1219)
H (-2.9856, -1.7541, 1.1453)

Computed properties:
- HOMO level: -0.3394 Ha
- Structure (SMILES): C[Si](C)(C)N[Si](C)(C)C.N=C=O
- Kohn-Sham gap: 9.87 eV
- Max |F|: 4.33 eV/A
- ΔE to the lowest compared entry with this formula, charge and spin: 2.8676 eV
- Energy: -1042.49266 Eh

(2)
This record from the OMol25 dataset describes a molecular structure, C17H19BrIrN2O5PS2 at a distorted geometry. The level of theory is ωB97M-V with the def2-TZVPD basis set.

Element x y z (Å)
Ir (0.6200, 0.9565, -1.1742)
S (-1.4224, -0.2090, -2.2776)
C (-2.1644, 1.3288, -2.0578)
S (-1.0600, 2.6562, -1.9449)
C (-3.5401, 1.4797, -1.9420)
C (-4.0915, 2.7193, -1.5749)
N (-4.5143, 3.7178, -1.2003)
C (-4.4000, 0.3730, -2.0435)
N (-5.0833, -0.5459, -2.1124)
Br (-0.6870, -3.8754, -1.4109)
C (0.7470, -3.2804, -2.5114)
C (1.1310, -4.0067, -3.6305)
C (2.1715, -3.5453, -4.4185)
C (2.8388, -2.3714, -4.0964)
C (2.4382, -1.6634, -2.9713)
C (1.4050, -2.1063, -2.1677)
C (3.1777, -0.3652, -2.5915)
O (4.3515, -0.2884, -2.8443)
O (2.4380, 0.5019, -2.0290)
H (0.6301, -4.9319, -3.8697)
H (2.4722, -4.1146, -5.2849)
H (3.6599, -2.0069, -4.6946)
H (1.1236, -1.5631, -1.2662)
C (2.4958, -0.6050, 2.6315)
C (2.1744, 0.7231, 1.9717)
O (0.8070, 1.0853, 2.1789)
P (-0.2955, 0.9987, 1.0170)
O (-1.3492, 2.0810, 1.4933)
C (-1.0572, 3.4772, 1.6822)
C (-0.7097, 3.7694, 3.1292)
O (-1.1515, -0.3212, 1.1554)
C (-2.0172, -0.6702, 2.2662)
C (-1.3064, -1.6303, 3.1967)
H (3.5172, -0.8885, 2.3924)
H (1.8164, -1.3784, 2.2786)
H (2.4017, -0.5194, 3.7110)
H (2.3758, 0.6747, 0.8835)
H (2.7761, 1.5284, 2.4017)
H (-1.9713, 3.9988, 1.3892)
H (-0.2433, 3.7770, 1.0154)
H (-1.5109, 3.4288, 3.7797)
H (-0.5812, 4.8400, 3.2596)
H (0.2114, 3.2666, 3.4088)
H (-2.8901, -1.1345, 1.8024)
H (-2.3234, 0.2380, 2.7864)
H (-0.9785, -2.5089, 2.6466)
H (-1.9862, -1.9435, 3.9835)
H (-0.4462, -1.1467, 3.6518)

Computed properties:
- HOMO level (alpha / beta): -0.4322 / -0.4321 Ha
- Kohn-Sham gap (alpha / beta): 5.39 / 4.00 eV
- Spin multiplicity: 2
- Max |F|: 4.80 eV/A
- Net charge: +1
- ΔE to the lowest compared entry with this formula, charge and spin: 1.9034 eV
- Energy: -4960.68781 Eh

(3)
This record from the OMol25 dataset describes a gas-phase ion, C19H18N (charge +1) at a distorted geometry. The level of theory is ωB97M-V with the def2-TZVPD basis set.

Element x y z (Å)
C (-2.8814, -1.5872, -1.6389)
C (-4.0247, -0.6454, -1.9484)
C (-3.6493, 0.6696, -1.6914)
C (-2.3139, 0.7178, -1.2779)
C (-1.6583, -0.6591, -1.1507)
H (-3.1317, -2.2349, -0.7872)
H (-2.6815, -2.2332, -2.5114)
H (-5.0367, -0.9910, -2.2238)
H (-4.2848, 1.5556, -1.8741)
H (-1.7636, 1.6210, -1.0140)
H (-0.7134, -0.8754, -1.7532)
C (-0.8628, -2.5159, 0.5053)
C (-1.0398, -1.0064, 0.1516)
N (0.2374, -0.2929, 0.5300)
C (0.3211, 0.9135, 1.2640)
C (-0.5383, 1.5535, 2.1800)
C (-0.0190, 2.6826, 2.8663)
C (1.2620, 3.2134, 2.6650)
C (2.1026, 2.5836, 1.7109)
C (1.6200, 1.4416, 1.0792)
C (2.3411, 0.5468, 0.2600)
C (1.4852, -0.5430, -0.0504)
C (1.9191, -1.5408, -0.9214)
C (3.2266, -1.4389, -1.4246)
C (4.0711, -0.3606, -1.0929)
C (3.6218, 0.6798, -0.2463)
H (-1.7370, -2.8673, 1.0561)
H (-0.7508, -3.0359, -0.4384)
H (0.0083, -2.8270, 1.1070)
H (-1.8296, -0.5467, 0.7297)
H (-1.5514, 1.1641, 2.3501)
H (-0.6359, 3.1791, 3.6218)
H (1.6364, 4.0682, 3.2208)
H (3.1005, 2.9176, 1.5030)
H (1.2437, -2.3600, -1.2047)
H (3.6180, -2.2020, -2.0947)
H (5.0868, -0.2987, -1.4893)
H (4.2023, 1.5546, 0.0329)

Computed properties:
- HOMO level: -0.3906 Ha
- Kohn-Sham gap: 4.17 eV
- Max |F|: 4.75 eV/A
- Net charge: +1
- ΔE to the lowest compared entry with this formula, charge and spin: 3.6518 eV
- Energy: -789.23899 Eh

(4)
This record from the OMol25 dataset describes a molecular structure, C22H37GeN3O5RuSSeSi at a distorted geometry. The level of theory is ωB97M-V with the def2-TZVPD basis set.

Element x y z (Å)
Ru (0.8819, 0.0244, 0.7850)
O (1.2195, 0.7637, 5.0889)
C (0.8643, 0.1964, 3.9610)
O (0.7360, 0.8256, 2.9219)
C (0.6088, -1.2937, 4.0783)
O (1.0970, -1.9716, 2.9528)
C (2.5265, -2.0832, 2.9101)
C (3.1214, -0.7655, 2.3905)
O (3.7892, -0.0789, 3.1308)
O (2.8093, -0.4679, 1.1517)
H (1.4470, 1.6963, 4.9314)
H (1.0308, -1.6651, 5.0140)
H (-0.4732, -1.4485, 4.0854)
H (2.9284, -2.3114, 3.8978)
H (2.7370, -2.8977, 2.2221)
C (1.1245, 4.9858, -3.6195)
Si (2.3988, 4.3758, -2.3950)
C (4.1217, 4.6111, -3.0704)
C (2.2085, 5.2590, -0.7673)
C (2.1036, 2.4930, -2.2928)
C (2.3104, 1.7646, -3.4562)
C (2.0316, 0.4012, -3.5358)
C (1.5421, -0.2298, -2.4189)
N (1.3650, 0.4336, -1.2690)
C (1.6396, 1.7485, -1.1991)
S (1.3362, 2.3096, 0.4126)
H (1.2853, 6.0434, -3.8397)
H (0.1124, 4.8790, -3.2233)
H (1.1766, 4.4407, -4.5641)
H (4.3153, 5.6748, -3.2265)
H (4.2655, 4.1101, -4.0294)
H (4.8748, 4.2337, -2.3764)
H (2.3918, 6.3252, -0.9224)
H (2.9229, 4.9009, -0.0246)
H (1.2064, 5.1467, -0.3524)
H (2.7008, 2.2662, -4.3354)
H (2.1881, -0.1556, -4.4481)
H (1.2650, -1.2729, -2.4418)
C (-3.6870, -2.3591, 0.4270)
Ge (-2.6080, -3.9880, 0.3490)
C (-2.4583, -4.6314, -1.4865)
C (-3.2925, -5.3583, 1.5503)
C (-0.7870, -3.4633, 0.9418)
Se (0.0229, -2.1915, -0.2959)
C (1.7387, -3.0775, -0.5372)
H (-4.6184, -2.4850, -0.1250)
H (-3.1408, -1.5235, -0.0181)
H (-3.9311, -2.1025, 1.4584)
H (-3.4435, -4.6998, -1.9475)
H (-2.0067, -5.6235, -1.5090)
H (-1.8475, -3.9550, -2.0850)
H (-4.3509, -5.5250, 1.3492)
H (-3.1874, -5.0573, 2.5926)
H (-2.7666, -6.3014, 1.4049)
H (-0.1240, -4.3275, 0.9787)
H (-0.7888, -2.9945, 1.9236)
H (1.6041, -3.9401, -1.1854)
H (2.1153, -3.3811, 0.4328)
H (2.4293, -2.3649, -0.9776)
N (-5.1125, 1.8438, 0.1047)
C (-3.8321, 1.4506, 0.2707)
C (-2.9408, 1.3700, -0.8119)
C (-1.6578, 0.9373, -0.5991)
N (-1.1888, 0.5737, 0.6089)
C (-2.0292, 0.6727, 1.6443)
C (-3.3296, 1.0947, 1.5305)
H (-5.4514, 2.1298, -0.7954)
H (-5.7313, 1.9365, 0.8891)
H (-3.2572, 1.6480, -1.8082)
H (-0.9655, 0.8696, -1.4236)
H (-1.6287, 0.4054, 2.6135)
H (-3.9572, 1.1508, 2.4095)

Computed properties:
- HOMO level (alpha / beta): -0.3891 / -0.3912 Ha
- Kohn-Sham gap (alpha / beta): 8.06 / 7.11 eV
- Spin multiplicity: 2
- Max |F|: 2.00 eV/A
- Net charge: +1
- ΔE to the lowest compared entry with this formula, charge and spin: 0.8424 eV
- Energy: -6661.78307 Eh

(5)
This record from the OMol25 dataset describes a molecular structure, C42H35AsCuF6HgN7O14 at a distorted geometry. The level of theory is ωB97M-V with the def2-TZVPD basis set.

Element x y z (Å)
Hg (1.1606, 2.3226, -1.9388)
Cu (-3.6621, -1.3739, -0.5846)
As (0.0258, -0.7518, 0.1642)
F (-0.2030, -2.0590, -1.0159)
F (0.6041, 0.3616, -1.1520)
F (0.2229, 0.6521, 1.3168)
F (-0.4043, -1.8361, 1.5640)
F (1.7193, -1.2113, 0.3136)
F (-1.6771, -0.1902, -0.1167)
C (-3.8279, 2.5916, -7.1005)
C (-4.7032, 2.0388, -6.1654)
C (-4.1109, 1.6232, -4.9533)
C (-2.8184, 1.8732, -4.6119)
C (-1.9739, 2.5787, -5.4692)
C (-2.4935, 2.9105, -6.7179)
N (-2.3564, 1.3632, -3.2808)
O (-3.2404, 0.8243, -2.5820)
O (-1.1453, 1.4870, -2.9424)
H (-4.2658, 2.8678, -8.0484)
H (-5.7568, 1.9213, -6.3717)
H (-4.7034, 1.1134, -4.2080)
H (-0.9231, 2.6531, -5.2312)
H (-1.8520, 3.4047, -7.4325)
C (2.0065, -1.9617, 3.6306)
C (2.1259, -2.8854, 4.6447)
C (2.3221, -2.3845, 5.9304)
C (2.3693, -0.9829, 6.2465)
C (2.3641, -0.0556, 5.1596)
C (2.1520, -0.5637, 3.9072)
N (2.5187, -0.4372, 7.6181)
O (2.6274, -1.2438, 8.5066)
O (2.3989, 0.7991, 7.8935)
H (1.7433, -2.3307, 2.6503)
H (2.0443, -3.9611, 4.5930)
H (2.2613, -3.0902, 6.7457)
H (2.3948, 0.9982, 5.3938)
H (1.9856, 0.0774, 3.0542)
C (3.9533, 3.0829, 4.3931)
C (4.9333, 2.1833, 3.9686)
C (4.8816, 1.6844, 2.6351)
C (3.7988, 2.1066, 1.8138)
C (2.7768, 2.9435, 2.3441)
C (2.8785, 3.4511, 3.5826)
N (3.6799, 1.6666, 0.4063)
O (2.7106, 1.9855, -0.2441)
O (4.4753, 0.8574, -0.0907)
H (4.0217, 3.4329, 5.4125)
H (5.8341, 1.8743, 4.4779)
H (5.6748, 1.0363, 2.2926)
H (1.9182, 3.1140, 1.7116)
H (2.0147, 3.9906, 3.9420)
C (0.5863, -5.7246, -4.1094)
C (0.3421, -5.0117, -5.2427)
C (-0.4836, -3.8986, -5.1587)
C (-1.1469, -3.6448, -3.9369)
C (-0.8169, -4.4469, -2.8029)
C (-0.0258, -5.5710, -2.9170)
N (-2.0166, -2.4428, -3.6864)
O (-2.3671, -2.1863, -2.5350)
O (-2.5100, -1.7938, -4.6288)
H (1.1701, -6.6250, -4.2315)
H (0.8512, -5.3452, -6.1348)
H (-0.6995, -3.2573, -6.0004)
H (-1.2211, -4.1939, -1.8339)
H (0.2442, -6.2026, -2.0836)
C (3.8324, -3.7071, -4.0355)
C (4.3870, -2.9111, -4.9913)
C (4.2290, -1.5264, -4.8722)
C (3.5976, -1.0170, -3.7657)
C (3.1389, -1.8780, -2.7811)
C (3.2641, -3.2358, -2.8686)
N (3.4752, 0.4192, -3.6085)
O (2.5790, 0.8325, -2.8955)
O (4.2420, 1.1625, -4.1830)
H (3.7921, -4.7767, -4.1796)
H (4.8749, -3.3384, -5.8549)
H (4.6265, -0.9781, -5.7135)
H (2.8450, -1.4206, -1.8479)
H (2.8388, -3.8949, -2.1262)
C (-5.2996, 4.3243, 0.2200)
C (-4.4565, 4.3273, -0.9070)
C (-3.1450, 3.9305, -0.7679)
C (-2.5954, 3.6887, 0.4811)
C (-3.4729, 3.8133, 1.6195)
C (-4.7941, 4.0813, 1.4809)
N (-1.1172, 3.4263, 0.6059)
O (-0.5983, 2.8752, -0.4021)
O (-0.5922, 3.4335, 1.7088)
H (-6.3602, 4.4920, 0.1044)
H (-4.7938, 4.6223, -1.8897)
H (-2.5552, 4.0559, -1.6639)
H (-3.0884, 3.5869, 2.6030)
H (-5.5152, 4.0643, 2.2848)
C (-1.7291, 0.6012, 6.0700)
C (-1.6139, 0.9577, 4.7116)
C (-2.0856, -0.0138, 3.8262)
C (-2.8102, -1.1641, 4.2619)
C (-2.9651, -1.3661, 5.6340)
C (-2.3627, -0.5016, 6.5301)
N (-3.3109, -2.2036, 3.2661)
O (-3.2296, -1.9632, 2.0936)
O (-3.8151, -3.2988, 3.6859)
H (-1.1626, 1.2001, 6.7677)
H (-1.0671, 1.7687, 4.2537)
H (-1.8632, 0.3171, 2.8225)
H (-3.4508, -2.2630, 5.9891)
H (-2.2599, -0.7302, 7.5806)

Computed properties:
- HOMO level (alpha / beta): -0.5745 / -0.5745 Ha
- Kohn-Sham gap (alpha / beta): 5.44 / 3.55 eV
- Spin multiplicity: 2
- Max |F|: 4.03 eV/A
- Net charge: +3
- Energy: -7685.27576 Eh